{
  "formula": "C3H4O3Pt",
  "method": "the ωB97M-V functional and the def2-TZVPD basis",
  "species": ["C", "O", "O", "C", "Pt", "C", "H", "H", "O", "H", "H"],
  "xyz": [[-0.95410, -2.15266, 0.20221], [-1.39699, -1.52673, -0.69244], [-0.58073, 1.30099, -0.61848], [0.25487, 0.98158, 0.46338], [-1.45559, 0.04046, -1.48376], [1.33654, 0.19948, 0.31193], [2.28425, 0.62720, 0.64068], [1.56057, -0.51156, -0.48386], [-0.20309, -2.73271, 0.86936], [-0.87215, 2.22239, -0.57293], [0.02641, 1.55155, 1.36391]],
  "forces_ev_per_angstrom": [[4.159, -2.565, 1.659], [-1.398, -7.879, 3.363], [3.323, 4.215, 4.122], [0.926, 1.133, 0.853], [-4.532, 2.486, -8.613], [0.676, 0.568, -1.747], [-0.137, -0.688, 1.745], [-0.558, 0.206, -0.285], [-2.662, 1.169, -0.796], [-0.053, 0.963, 0.082], [0.256, 0.393, -0.382]],
  "mulliken_charge": [0.701, -0.385, -0.341, 0.007, 1.071, -0.442, 0.312, 0.326, -0.097, 0.476, 0.371],
  "homo_energy_ev": [-19.84, -19.67],
  "lumo_ev": [-10.081, -13.598],
  "total_charge": 2,
  "orbital_gap_ev": [9.761, 6.074],
  "s_squared": 2.026,
  "spin_multiplicity": 3,
  "relative_energy_kj_mol": 0.0
}